Run a
Density functional theory data (ωB97M-V/def2-TZVPD) for a cluster of 2 separate species, C3H6N2O in total.

Structure (XYZ):
```
12
Properties=species:S:1:pos:R:3
C -2.0293 -0.6191 -0.1191
C -0.3992 -0.3399 -0.5391
C 0.5810 0.0916 0.6440
H -2.6842 0.1601 -0.6023
H -2.2592 -1.6978 -0.6584
H -2.2173 -0.6721 0.9448
H 2.2908 1.7049 0.3496
H 0.9883 1.7608 -0.9679
H 1.3955 0.2248 2.3225
N 1.5109 0.8163 -0.0622
N 0.6069 -0.1877 1.8563
O -0.1567 -0.0845 -1.7328
```

Properties
Net charge = 0
Highest occupied orbital energy = -0.3477 hartree

***

Run b
Density functional theory data (ωB97M-V/def2-TZVPD) for an isolated molecule of C3H6N2O.

Structure (XYZ):
```
12
Properties=species:S:1:pos:R:3
N -1.2172 0.1684 -1.3988
C -0.5641 -0.8584 -0.4018
O -0.7949 -2.0286 -0.4743
C -0.0732 0.1206 0.5470
C 1.0498 -0.0894 1.4631
N 1.2666 0.7019 0.2435
H -2.1652 -0.0797 -1.6734
H -0.6382 0.3508 -2.2171
H -1.0582 0.8336 -0.3799
H 1.5748 -1.0434 1.4770
H 1.0337 0.4325 2.4191
H 1.2394 1.6901 0.4901
```

Properties
Net charge = 0
SMILES string = [NH3+]/C([O-])=C1/CN1
Highest occupied orbital energy = -0.3009 hartree

***

Run c
Density functional theory data (ωB97M-V/def2-TZVPD) for a cluster of 3 separate species, C3H6N2O in total.

Structure (XYZ):
```
12
Properties=species:S:1:pos:R:3
N -0.3500 -0.7752 1.4814
C -0.3267 0.4477 1.1446
C 0.8702 0.4703 -1.4196
O 1.3589 -0.6079 -1.6397
C -1.4334 1.1138 0.4773
N -2.3699 1.5986 0.0015
H -1.1940 -1.2497 1.1493
H 0.7249 -2.0140 0.3808
H 0.5484 1.0503 1.3859
H -0.1615 0.7201 -1.7264
H 1.4322 1.2680 -0.8933
H 0.9008 -2.0219 -0.3417
```

Properties
Net charge = 0
SMILES string = [H]/N=C\C#N.[H][H].C=O
Highest occupied orbital energy = -0.3890 hartree

***

Run d
Density functional theory data (ωB97M-V/def2-TZVPD) for a cluster of 2 separate species, C3H6N2O in total.

Structure (XYZ):
```
12
Properties=species:S:1:pos:R:3
C -1.1637 -0.0055 0.3163
N -0.8207 0.0241 -2.4519
C 0.2790 -0.2583 -2.2377
N 0.2600 -0.3898 0.1798
C 1.2092 0.4968 0.6852
O 1.9370 0.2539 1.6185
H -1.4155 -0.0289 1.3771
H -1.3645 0.9992 -0.0745
H -1.8276 -0.6889 -0.2265
H 1.3161 -0.5029 -2.1742
H 0.4368 -1.3261 0.5303
H 1.2906 1.4403 0.1072
```

Properties
Net charge = 0
SMILES string = CNC=O.C#N
Highest occupied orbital energy = -0.3633 hartree

***

Least stable = run a

***

Run a
Density functional theory data (ωB97M-V/def2-TZVPD) for an isolated molecule of C3H6N2O.

Structure (XYZ):
```
12
Properties=species:S:1:pos:R:3
N 1.9445 0.3914 -0.1670
C 0.9966 -0.6090 -0.1195
O 1.2309 -1.7794 0.1196
N -0.2721 -0.1410 -0.4596
C -1.4977 -0.6045 0.1334
C -1.0901 0.8299 0.2353
H 1.7058 1.2226 -0.6923
H 2.8952 0.0655 -0.2588
H -2.1835 -0.9829 -0.6298
H -1.4848 -1.2054 1.0472
H -1.5482 1.5928 -0.3923
H -0.6966 1.2200 1.1839
```

Properties
Net charge = 0
SMILES string = NC(=O)N1CC1
Highest occupied orbital energy = -0.3577 hartree

***

Run b
Density functional theory data (ωB97M-V/def2-TZVPD) for a structure of composition C3H6N2O.

Structure (XYZ):
```
12
Properties=species:S:1:pos:R:3
O 2.8003 0.0199 -0.7239
C 1.5422 -0.0343 -0.4491
N 0.6758 0.8823 -0.0118
C -0.7495 0.5737 -0.1080
C -1.0649 -0.7335 0.6085
N 1.5877 -1.2644 -0.7688
H 0.9885 1.8371 -0.1019
H -1.0564 0.5177 -1.1616
H -1.2880 1.4062 0.3517
H -0.8186 -0.6627 1.6716
H -2.1255 -0.9697 0.4954
H -0.4916 -1.5721 0.1977
```

Properties
Net charge = 0
Highest occupied orbital energy = -0.3464 hartree

***

Run c
Density functional theory data (ωB97M-V/def2-TZVPD) for an isolated molecule of C3H6N2O.

Structure (XYZ):
```
12
Properties=species:S:1:pos:R:3
C 1.0649 -0.2841 1.0742
N 0.1812 0.0291 -0.0388
C -1.1321 -0.4356 -0.0890
N -1.8747 -0.2078 -1.0937
C 0.5984 0.9243 -1.0134
O 1.6835 1.4615 -1.0163
H 1.8898 0.4289 1.0420
H 1.4814 -1.2944 0.9949
H 0.5416 -0.1858 2.0312
H -1.4304 -0.9718 0.8221
H -2.8182 -0.5517 -0.9497
H -0.1856 1.0872 -1.7635
```

Properties
Net charge = 0
SMILES string = [H]/N=C/N(C)C=O
Highest occupied orbital energy = -0.3553 hartree

***

Run d
Density functional theory data (ωB97M-V/def2-TZVPD) for an isolated molecule of C3H6N2O.

Structure (XYZ):
```
12
Properties=species:S:1:pos:R:3
C 0.7922 -0.2982 0.3501
N 1.0424 0.3580 -0.9199
C -0.6176 -0.8144 0.4312
C -1.5810 -0.2029 1.0913
N 0.1881 1.2065 -1.4105
O 0.5413 1.7999 -2.4206
H 1.9664 0.2623 -1.3555
H 0.9704 0.4148 1.1643
H 1.5056 -1.1219 0.4431
H -0.8148 -1.7221 -0.1172
H -1.4123 0.7135 1.6278
H -2.5807 -0.5952 1.1158
```

Properties
Net charge = 0
SMILES string = C=CCNN=O
Highest occupied orbital energy = -0.3357 hartree

***

Least stable = run b

***

Run a
Density functional theory data (ωB97M-V/def2-TZVPD) for an isolated molecule of C3H6N2O.

Structure (XYZ):
```
12
Properties=species:S:1:pos:R:3
C 1.5560 -0.2065 0.8249
C -1.0645 0.1932 0.0522
N -1.1813 -1.0738 -0.4091
C 0.1271 0.9975 -0.6080
N 1.3545 0.3400 -0.2931
O -1.8301 0.6977 0.8343
H -1.9866 -1.6132 -0.1356
H -0.4976 -1.4608 -1.0356
H 2.5128 -0.6833 0.9828
H 0.8728 -0.2128 1.6785
H 0.0126 1.0123 -1.6955
H 0.1243 2.0097 -0.1957
```

Properties
Net charge = 0
SMILES string = C=NCC(N)=O
Highest occupied orbital energy = -0.3394 hartree

***

Run b
Density functional theory data (ωB97M-V/def2-TZVPD) for an isolated molecule of C3H6N2O.

Structure (XYZ):
```
12
Properties=species:S:1:pos:R:3
C -0.9138 0.3380 0.1125
C -1.6365 -0.8284 -0.1555
C 1.2068 -0.9557 0.0108
H 1.4291 1.5283 0.9218
H 0.8411 2.1893 -0.6836
H -1.5005 1.2265 0.3075
H -2.7791 -0.5487 0.0301
H -1.2512 -1.8250 -0.3492
H 0.3186 -1.6296 0.0951
N 1.4231 1.3859 -0.1621
N 0.4951 0.2879 -0.0957
O 2.3671 -1.1688 -0.0318
```

Properties
Net charge = 0
SMILES string = C=CN(N)C=O
Highest occupied orbital energy = -0.3183 hartree

***

Run c
Density functional theory data (ωB97M-V/def2-TZVPD) for a structure of composition C3H6N2O.

Structure (XYZ):
```
12
Properties=species:S:1:pos:R:3
C -1.6835 -0.0503 -0.0576
C 0.4531 -1.2439 0.0547
C 1.6901 1.2022 -0.0346
H -2.0764 -0.9971 -0.7262
H -1.9066 1.1336 -0.5436
H -2.1889 -0.1828 1.1903
H -0.2570 -2.0590 0.2410
H 1.9089 2.1927 0.0976
H 2.2629 0.2410 -0.1209
N -0.2031 0.0001 -0.1009
N 0.3643 1.2202 0.0558
O 1.6362 -1.4565 -0.0555
```

Properties
Net charge = 0
Highest occupied orbital energy = -0.3357 hartree

***

Run d
Density functional theory data (ωB97M-V/def2-TZVPD) for an isolated molecule of C3H6N2O.

Structure (XYZ):
```
12
Properties=species:S:1:pos:R:3
N 1.9565 0.3845 -0.2557
C 0.8513 -0.4238 -0.3170
O 0.7093 -1.3368 -1.1040
N -0.1119 -0.0198 0.6205
C -1.4439 -0.5490 0.5688
C -1.2985 0.7587 -0.0885
H 2.1202 0.9525 0.5628
H 2.7582 0.0793 -0.7836
H -1.5171 -1.4034 -0.0982
H -1.9501 -0.6371 1.5231
H -1.2901 0.7197 -1.1831
H -0.7837 1.4752 0.5550
```

Properties
Net charge = 0
SMILES string = NC(=O)N1CC1
Highest occupied orbital energy = -0.3528 hartree

***

Least stable = run c